(1)
# C27H61N2O5

A 3-piece molecular cluster, C27H61N2O5 overall (ωB97M-V with the def2-TZVPD basis set, OMol25).

For the molar mass, the calculation gives 493.8 g/mol. The frontier orbital gap is 0.1078 Ha. The largest force on an atom comes out at 0.31 eV/A. As for the charge: -1. For the relative energy (zero: lowest compared OMol25 entry of this formula, charge and spin), the calculation gives 0.0000 eV. The calculation puts the HOMO energy at -1.092 eV.

Geometry as XYZ:
```
95
Properties=species:S:1:pos:R:3:mulliken_charge:R:1
H -2.67 -10.31 -2.21 0.39
H 2.96 -3.10 1.82 0.44
H -3.17 3.95 -0.66 0.17
H 1.54 2.03 -0.93 0.48
C -1.91 -9.75 -2.75 -0.78
C 0.74 -6.79 -0.73 -0.35
H 2.11 0.23 2.43 0.45
C 2.34 2.72 0.95 -1.05
C -3.52 0.47 0.86 -0.68
H 3.33 3.16 0.78 0.45
H 2.50 -1.95 -0.52 0.08
C -2.26 -8.60 -4.82 -0.72
C -2.30 2.50 0.62 0.32
C 0.99 5.96 2.43 -0.47
O 2.74 8.21 4.29 0.02
C -2.32 3.25 -0.69 -0.31
H 0.74 6.97 2.09 0.31
H -1.43 -10.42 -3.47 0.42
H 1.27 -1.82 2.97 0.37
H 0.03 5.44 2.54 0.18
H 1.09 -0.27 -0.40 0.46
H 0.35 0.74 0.82 -0.32
H -3.94 4.58 -2.63 0.36
C -0.95 -5.59 -1.94 -0.71
H -0.08 -7.08 -0.06 0.39
H 1.58 -6.49 -0.10 0.32
H -1.63 -6.10 -1.25 0.34
H -2.12 3.22 1.42 0.30
H 1.63 -8.72 -0.93 0.40
H -2.75 0.08 1.53 0.33
H 4.13 10.28 3.40 0.28
H 2.80 -4.71 -1.34 0.08
C 2.03 -0.39 1.53 -0.72
H -2.92 -7.84 -5.24 0.24
H 2.51 9.49 5.89 0.24
H -0.50 -10.07 -1.19 0.35
H 1.38 7.34 5.58 -0.19
H -1.23 -4.54 -2.01 0.28
O -5.02 2.99 -3.37 -0.43
C 3.98 10.22 4.48 -1.19
H 0.88 3.93 -0.08 0.02
C 3.26 -3.98 -0.67 -1.29
C 1.21 -7.95 -1.60 -0.97
H 4.83 9.69 4.92 0.28
C 1.84 5.22 1.38 -0.86
C 1.64 6.14 3.83 -0.23
C 1.32 0.40 0.44 -0.02
H 1.82 10.04 4.36 0.49
N -2.39 2.33 -1.82 -0.21
C 1.32 -1.71 1.88 -0.89
H -5.50 3.64 -1.46 0.28
C 1.45 7.49 4.48 -1.20
H -3.76 4.22 -4.35 0.36
H 0.29 -1.66 1.53 0.30
H -2.53 2.17 -3.88 0.40
H 3.06 -0.60 1.22 0.35
C 1.30 3.85 0.93 0.33
H -2.46 -9.55 -5.32 0.35
O -2.55 -8.68 -3.44 -0.35
H 2.72 5.93 3.72 0.19
C 2.68 9.50 4.79 -0.49
C -0.88 -9.23 -1.77 -0.20
H -1.41 3.84 -0.77 0.43
H 1.26 -3.19 -0.68 0.08
H 1.95 5.86 0.50 0.33
N 0.23 -8.60 -2.46 -0.29
H 3.69 -4.53 0.17 0.31
H -1.71 3.62 -3.30 0.37
O -3.56 1.88 0.88 -0.40
H -4.49 0.12 1.20 0.26
C 2.10 1.61 -0.09 -1.02
O 0.38 -5.64 -1.47 -0.36
H -3.13 1.66 -1.66 0.11
H 0.48 3.58 1.60 0.01
H 3.96 11.24 4.88 0.37
H 4.08 -3.51 -1.22 0.42
H 1.39 -3.83 1.57 0.29
C -2.57 2.95 -3.12 -0.76
C -5.62 2.77 -2.11 -0.53
H -1.40 -8.56 -1.07 0.18
H -1.22 -8.32 -5.01 0.30
H -6.69 2.61 -2.28 0.27
H -1.50 1.76 0.63 -0.39
H -3.34 0.07 -0.15 0.27
C 2.22 -2.95 -0.20 0.56
H 2.37 2.29 1.95 0.31
C -3.84 3.76 -3.36 -0.51
H 2.85 5.08 1.78 0.42
H -5.22 1.89 -1.60 0.18
H 3.05 1.26 -0.50 0.39
H 1.25 5.36 4.50 0.34
H -0.13 -7.93 -3.13 0.12
C 2.00 -2.96 1.32 -0.93
H 2.02 -7.59 -2.23 0.42
H -1.06 -6.04 -2.93 0.22
```

(2)
# CH2IOP

CH2IOP as an isolated structure in a non-equilibrium geometry (ωB97M-V with the def2-TZVPD basis set, OMol25).

For the molar mass, the calculation gives 187.9 g/mol. The frontier orbital gap is 0.3122 Ha. The largest force on an atom comes out at 4.23 eV/A. As for the charge: 0. For the relative energy (zero: lowest compared OMol25 entry of this formula, charge and spin), the calculation gives 1.8543 eV. The calculation puts the HOMO energy at -8.949 eV.

Geometry as XYZ:
```
6
Properties=species:S:1:pos:R:3:mulliken_charge:R:1
H -0.60 -0.03 1.60 0.40
O 1.43 2.18 0.15 -0.58
I -2.71 0.22 -0.16 0.05
C -0.80 0.59 0.77 -0.45
P 0.07 1.74 -0.09 0.56
H -0.93 1.51 -1.00 0.01
```

(3)
# C4H12O2

A 3-piece molecular cluster, C4H12O2 overall in a non-equilibrium geometry (ωB97M-V with the def2-TZVPD basis set, OMol25).

Its structure (SMILES) is C=O.CCC.O. For the molar mass, the calculation gives 92.1 g/mol. The frontier orbital gap is 0.3721 Ha. The largest force on an atom comes out at 5.28 eV/A. As for the charge: 0. For the relative energy (zero: lowest compared OMol25 entry of this formula, charge and spin), the calculation gives 2.5875 eV. The calculation puts the HOMO energy at -9.854 eV.

Geometry as XYZ:
```
18
Properties=species:S:1:pos:R:3:mulliken_charge:R:1
H -2.60 -1.36 -0.73 0.38
O 2.28 -0.94 -0.66 -0.62
H -1.22 1.71 1.04 0.31
H -1.72 0.91 -1.27 0.30
H -1.01 -1.85 -0.14 0.27
C -1.49 0.67 0.86 -1.19
C -1.53 -1.19 -0.85 -1.19
H -0.11 0.43 -0.76 0.12
C -1.17 0.27 -0.58 0.07
O 2.45 1.44 -0.19 -0.35
H -0.94 0.04 1.56 0.27
H 1.49 1.17 1.52 0.19
C 2.37 0.92 0.92 -0.12
H 3.31 0.85 1.49 0.27
H -1.23 -1.49 -1.85 0.31
H -2.56 0.55 1.07 0.38
H 1.59 -1.16 0.16 0.34
H 2.11 -0.96 -1.61 0.27
```

(4)
# C25H34N2O3

One molecule with the formula C25H34N2O3 (ωB97M-V with the def2-TZVPD basis set, OMol25).

Its structure (SMILES) is COCCNC(=O)c1cccc(OC2CCN(Cc3ccc(C(C)C)cc3)CC2)c1. For the molar mass, the calculation gives 410.6 g/mol. The frontier orbital gap is 0.3198 Ha. The largest force on an atom comes out at 0.59 eV/A. As for the charge: 0. For the relative energy (zero: lowest compared OMol25 entry of this formula, charge and spin), the calculation gives 1.4242 eV. The calculation puts the HOMO energy at -7.954 eV.

Geometry as XYZ:
```
64
Properties=species:S:1:pos:R:3:mulliken_charge:R:1
H -3.84 1.82 0.01 0.39
C -0.06 -2.81 4.54 -0.84
H 2.23 1.84 -0.05 0.41
H 2.23 3.33 -3.41 0.53
C -1.68 3.49 -1.17 -1.38
H -2.06 2.15 -4.10 0.46
H -4.63 0.83 2.08 0.40
H -2.14 4.33 -1.68 0.40
H 0.69 -1.28 5.87 0.33
O -0.21 -2.72 1.77 -0.64
C 1.09 -1.99 5.14 -0.45
C -1.32 -0.37 0.58 0.30
C -0.90 -1.95 2.41 0.18
H 1.59 1.05 -4.19 0.40
H 1.48 -1.34 -3.72 0.39
C -2.96 -0.47 2.33 -0.51
C 1.63 -2.60 -1.29 0.99
H 2.08 -0.55 0.43 0.41
H 3.21 -2.65 3.78 0.36
H -0.40 -0.71 0.14 0.46
C -2.04 0.63 -0.08 0.52
H 0.20 3.26 -4.39 0.45
H -0.61 -3.30 5.35 0.38
C -3.69 0.50 1.67 -1.08
H 3.77 -2.89 -1.29 0.40
C 1.86 1.63 -2.15 1.04
H 0.33 -3.57 3.85 0.36
H 0.27 -4.25 -1.56 0.45
O -1.50 1.06 -1.23 -0.30
C -0.41 3.40 -3.50 -1.12
C 1.73 -1.13 -1.60 0.51
C -1.32 2.18 -3.30 -0.37
H -0.73 1.27 -3.34 0.06
C 2.03 1.15 -0.85 -0.50
N -0.96 -1.98 3.77 -0.09
H 0.08 4.58 -0.54 0.36
C 1.96 -0.21 -0.59 -0.32
H 1.92 -2.44 2.55 0.23
H -1.40 -1.22 4.25 0.30
H 3.17 -1.19 2.76 0.19
H 0.43 -3.23 -2.99 0.38
H 0.22 2.81 -0.50 -0.03
C -2.01 2.19 -1.92 0.21
C -1.76 -0.91 1.78 -0.07
N 0.47 3.71 -2.39 0.21
C -0.16 3.65 -1.08 -0.09
H -3.10 2.09 -2.04 0.40
C 2.89 -3.32 -1.76 -1.71
C -3.24 1.06 0.48 -0.73
C 2.55 -1.92 3.28 -0.58
C 1.80 3.12 -2.42 -2.02
C 0.38 -3.22 -1.90 -1.56
H 3.00 -3.24 -2.84 0.32
H 1.55 -2.71 -0.20 -0.30
H -0.51 -2.67 -1.60 0.29
H 2.84 -4.38 -1.50 0.48
H -3.34 -0.90 3.24 0.56
O 1.79 -1.20 4.22 -0.35
H 1.78 -2.68 5.66 0.36
H 2.40 3.65 -1.67 0.37
H -1.03 4.29 -3.67 0.35
C 1.68 0.71 -3.17 -1.14
H -2.08 3.44 -0.15 0.58
C 1.62 -0.65 -2.90 0.03
```

(5)
# C22H31Cl2N10

An isolated ion of composition C22H31Cl2N10 and charge +1 (ωB97M-V with the def2-TZVPD basis set, OMol25).

Its structure (SMILES) is [H]/N=C(/N=C(/N)NCCCCCCN/C(N)=N\C(N)=[NH+]\c1ccc(Cl)cc1)Nc1ccc(Cl)cc1. For the molar mass, the calculation gives 506.5 g/mol. The frontier orbital gap is 0.3316 Ha. The largest force on an atom comes out at 0.64 eV/A. As for the charge: +1. For the relative energy (zero: lowest compared OMol25 entry of this formula, charge and spin), the calculation gives 0.3717 eV. The calculation puts the HOMO energy at -10.896 eV.

Geometry as XYZ:
```
65
Properties=species:S:1:pos:R:3:mulliken_charge:R:1
Cl -2.11 5.03 2.72 -0.19
N 1.11 -2.44 0.59 0.24
C 0.19 -4.78 -1.23 -0.92
H -4.09 1.91 -0.40 0.52
C -3.18 2.36 -0.03 0.11
C -2.52 1.00 -2.73 0.60
H 0.85 0.95 1.54 0.43
C -2.05 3.86 1.46 0.27
C 1.81 0.57 1.87 0.36
C -1.95 1.96 -0.56 -0.44
H 1.07 -2.11 -4.31 0.45
H 0.17 2.22 -0.49 0.39
C 0.89 -3.80 1.06 -1.25
N -1.01 -1.66 1.18 -0.22
C -0.15 -4.58 0.25 -0.62
H 0.59 -3.77 2.11 0.36
H -1.16 -4.10 -3.62 0.42
N -2.79 -2.05 -4.43 -0.33
C 2.74 0.13 0.93 0.13
H 0.55 -4.44 -3.93 0.39
H -0.28 -2.56 -5.36 0.40
H 0.09 3.90 1.32 0.47
N -2.66 0.01 -3.57 -0.63
C 1.27 -0.10 -1.08 -0.77
H -2.38 -2.79 -4.97 0.20
H -0.54 -5.47 -1.64 0.41
H -0.24 -5.57 0.72 0.43
N -0.71 -1.28 -3.76 0.18
H -3.74 -1.80 -4.64 0.29
H 1.39 0.88 3.94 0.46
H -1.16 0.24 -1.36 -0.37
H -0.12 -0.60 -3.21 0.02
H -3.12 2.95 -2.47 0.22
H 1.89 -2.32 -0.03 0.36
C -3.23 3.31 0.97 -0.69
N -3.20 2.12 -3.03 -0.37
C 3.35 0.08 3.63 0.33
H 3.26 0.33 -1.05 0.29
C -0.82 3.46 0.94 -0.81
H -0.99 -2.27 1.98 0.28
C 4.30 -0.33 2.71 -0.76
H -1.61 -0.86 1.23 0.17
H -4.18 3.62 1.38 0.45
H -3.67 2.17 -3.92 0.28
C 3.99 -0.30 1.36 -0.57
H 4.73 -0.62 0.64 0.45
C -0.78 2.52 -0.07 -0.06
C 0.14 -1.50 0.47 -1.03
H 1.86 -4.30 1.02 0.53
H -0.62 -2.82 -1.64 0.07
H 1.17 -5.25 -1.33 0.29
H -1.11 -4.09 0.33 0.40
H 5.27 -0.66 3.04 0.44
C 0.15 -3.48 -2.04 0.49
C 2.11 0.54 3.21 -1.12
H 1.88 0.53 -2.82 0.15
C -0.14 -3.71 -3.52 -0.75
C 0.01 -2.40 -4.32 -1.35
Cl 3.73 0.04 5.32 -0.20
N 1.08 0.13 -2.33 -0.47
N 0.19 -0.50 -0.35 0.95
N -1.88 0.95 -1.54 0.53
C -2.02 -1.10 -3.87 0.48
N 2.47 0.13 -0.45 0.12
H 1.11 -2.95 -1.97 0.10
```

(6)
# C5H11N3O

C5H11N3O as an isolated structure in a non-equilibrium geometry (ωB97M-V with the def2-TZVPD basis set, OMol25).

For the molar mass, the calculation gives 129.2 g/mol. The frontier orbital gap is 0.3243 Ha. The largest force on an atom comes out at 2.52 eV/A. As for the charge: 0. For the relative energy (zero: lowest compared OMol25 entry of this formula, charge and spin), the calculation gives 4.7846 eV. The calculation puts the HOMO energy at -8.098 eV.

Geometry as XYZ:
```
20
Properties=species:S:1:pos:R:3:mulliken_charge:R:1
C -1.03 0.12 0.66 0.96
H 0.15 1.87 0.62 0.33
H -1.36 -0.95 -1.24 0.35
C 1.22 -0.17 0.10 0.08
H 2.96 0.86 -0.54 0.29
C -1.91 -0.59 -0.37 -1.40
H -0.41 -1.59 2.47 0.26
C 2.42 -0.06 -0.74 -1.26
C 0.39 -0.83 0.82 0.51
H -1.29 2.56 -1.02 0.27
H 3.08 -0.91 -0.52 0.35
N 0.30 -1.81 1.77 -0.54
H -0.74 1.37 -2.02 0.26
H 1.17 -2.17 2.13 0.22
H -2.40 -1.43 0.12 0.33
O -1.54 0.45 1.75 -0.79
N -0.47 2.00 -1.28 -0.73
N -0.02 1.24 -0.17 -0.13
H 2.17 -0.09 -1.81 0.26
H -2.68 0.11 -0.71 0.36
```